Here is a structure of composition C23H30BNO5 from OMol25. Energies are from the ωB97M-V functional and the def2-TZVPD basis.

The geometry in XYZ format:
```
60
C23H30BNO5 (the ωB97M-V functional and the def2-TZVPD basis)
C 4.4390 -1.2912 -0.8228
C 3.4340 -0.5369 -0.0897
C 3.5106 0.2249 1.0823
C 2.2265 0.2682 1.6297
C 1.3980 -0.5025 0.7457
B 2.0421 3.5934 -1.6259
O 1.4433 3.0210 -0.4065
C 0.1092 3.5516 -0.4337
C -0.1704 3.9649 -1.9269
C -1.5914 4.4497 -1.9933
C 0.3683 2.8187 -2.8978
O 1.8574 2.7537 -2.7474
C 0.8025 5.2022 -2.2478
O 2.1866 4.9626 -1.7248
O 2.1421 -0.7692 -0.4106
H 5.2702 -0.5872 -0.9268
H 4.8233 -2.1665 -0.2690
H 4.1030 -1.6755 -1.7942
H 4.4129 0.5995 1.5874
H 1.7670 0.6303 2.5523
H -0.6497 2.8285 -0.0328
H 0.1210 4.4452 0.2208
H -1.8584 4.9116 -2.9495
H -2.3188 3.6698 -1.7637
H -1.6850 5.2475 -1.2433
H -0.0737 1.8266 -2.6445
H 0.1831 3.0485 -3.9660
H 0.9190 5.3155 -3.3437
H 0.4491 6.1082 -1.7366
C -2.5068 -3.2319 4.1196
C -1.0095 -3.0890 4.2481
N -0.4002 -2.9330 2.9161
C 0.2641 -1.8403 2.5745
C 0.4778 -1.5812 1.1894
C 0.0433 -0.2505 0.4820
C -0.7313 -0.4426 -0.7402
C -2.0288 0.1195 -0.7834
C -2.8672 -0.0908 -1.8755
C -2.4332 -0.9249 -2.9334
C -1.1148 -1.4042 -2.9512
C -0.2787 -1.1515 -1.8577
C -0.8405 -3.7691 1.7932
C -2.0164 -4.6155 2.2041
O -2.9663 -3.7924 2.8987
H -2.9213 -3.8742 4.9026
H -2.9653 -2.2384 4.1896
H -0.7799 -2.2001 4.8325
H -0.6219 -3.9541 4.7896
H 0.6110 -1.1233 3.3341
H 0.6244 -2.4399 0.5391
H -0.3461 0.6261 1.0327
H -2.3993 0.6562 0.1018
H -3.8909 0.3188 -1.8742
H -3.1274 -1.2127 -3.7335
H -0.7544 -2.0387 -3.7714
H 0.7264 -1.5499 -1.8844
H -1.1752 -3.0804 0.9964
H -0.0249 -4.3694 1.3525
H -2.5302 -4.9509 1.2923
H -1.6773 -5.4846 2.7952
```

Values from the calculation:
- charge = 0
- HOMO level (eV) = -4.4
- frontier orbital gap (Eh) = 0.1643
- lowest unoccupied orbital energy (eV) = 0.08

=====

Here is a structure of composition C41H40BiBrCl2IN5O4Se2 from OMol25. Energies are from the ωB97M-V functional and the def2-TZVPD basis.

The geometry in XYZ format:
```
97
C41H40BiBrCl2IN5O4Se2 (the ωB97M-V functional and the def2-TZVPD basis)
Bi 0.2584 0.0501 -1.0014
Cl 0.7606 -4.1878 -6.4957
C 1.2096 -3.0059 -5.3120
C 0.2043 -2.2879 -4.6739
C 0.5291 -1.3442 -3.7147
N -0.3898 -0.5590 -3.0096
C -1.5569 -0.1449 -3.5500
O -2.1505 -0.6380 -4.4944
C -2.0775 1.1387 -2.9433
C -3.2756 1.6780 -3.3795
C -3.6621 2.9079 -2.8753
C -2.8404 3.5542 -1.9642
C -1.6656 2.9355 -1.5736
N -1.2978 1.7562 -2.0594
C 1.8773 -1.0994 -3.3878
C 2.8651 -1.8194 -4.0437
C 2.5364 -2.7768 -4.9939
Cl 3.8157 -3.6554 -5.7619
N 2.1877 -0.1123 -2.4367
C 3.1977 -0.4896 -1.5890
O 4.1314 0.1927 -1.2269
C 2.9793 -1.8536 -0.9566
C 3.9849 -2.7805 -0.7493
C 3.6446 -3.9936 -0.1733
C 2.3278 -4.2202 0.2013
C 1.3900 -3.2212 -0.0075
N 1.7159 -2.0662 -0.5832
H -0.8280 -2.4729 -4.9218
H -3.8589 1.1311 -4.1052
H -4.5894 3.3635 -3.1957
H -3.0994 4.5227 -1.5623
H -0.9892 3.3897 -0.8613
H 3.9073 -1.6168 -3.8376
H 4.9966 -2.5480 -1.0506
H 4.3965 -4.7572 -0.0220
H 2.0251 -5.1556 0.6498
H 0.3538 -3.3266 0.2814
C 5.3565 1.3779 1.3289
Se 3.5751 1.0781 2.0409
C 3.8386 -0.7954 2.5414
C 2.9084 -1.1907 3.6686
Se 1.0343 -0.9617 3.1521
C 0.3244 -1.2822 4.9354
H 5.5223 0.7209 0.4823
H 6.1034 1.2295 2.1071
H 5.3882 2.4112 0.9863
H 4.8767 -0.8991 2.8605
H 3.6873 -1.4228 1.6633
H 3.0779 -0.5616 4.5433
H 3.0533 -2.2368 3.9434
H 0.8433 -0.6379 5.6427
H 0.4474 -2.3260 5.2170
H -0.7314 -1.0315 4.9316
Br 3.1749 6.4408 -3.0222
C 3.1020 6.0624 -1.1722
C 3.4527 7.0779 -0.2903
C 3.4105 6.8570 1.0750
C 3.0126 5.6205 1.5632
C 2.6650 4.6096 0.6832
C 2.7124 4.8190 -0.6926
I 2.2199 3.2127 -1.9221
H 3.7586 8.0366 -0.6841
H 3.6887 7.6520 1.7532
H 2.9764 5.4361 2.6283
H 2.3464 3.6452 1.0528
C -1.2503 2.8578 4.1975
C -1.3787 3.4400 2.7893
C -0.4326 2.8061 1.8775
N 0.3042 2.2388 1.2060
H -2.0101 3.2903 4.8460
H -0.2684 3.0722 4.6162
H -1.3812 1.7766 4.1774
H -1.1919 4.5157 2.7852
H -2.3807 3.2776 2.3865
C -6.9689 -4.1373 1.1954
C -5.7271 -3.3514 0.8795
C -4.9361 -2.8252 1.8908
C -3.7808 -2.1042 1.6106
C -2.9239 -1.5716 2.7210
C -3.4170 -1.9142 0.2827
C -4.1907 -2.4320 -0.7572
C -3.7934 -2.2027 -2.1883
C -5.3389 -3.1432 -0.4392
C -2.1935 -1.1175 -0.0612
O -1.1495 -1.7515 -0.4318
O -2.2300 0.1249 -0.0549
H -7.2569 -4.0158 2.2388
H -6.8166 -5.2023 1.0128
H -7.8038 -3.8155 0.5724
H -5.2227 -2.9785 2.9254
H -3.4343 -1.6604 3.6800
H -2.6678 -0.5223 2.5554
H -1.9888 -2.1327 2.7783
H -3.7915 -1.1365 -2.4285
H -4.4836 -2.6951 -2.8713
H -2.7877 -2.5766 -2.3852
H -5.9465 -3.5429 -1.2434
```

Values from the calculation:
- charge = 0
- HOMO level (eV) = -7.5
- frontier orbital gap (Eh) = 0.2757
- lowest unoccupied orbital energy (eV) = 0.01

=====

Here is the ion C3H5BrN3O with charge +1 from OMol25. Energies are from the ωB97M-V functional and the def2-TZVPD basis.

The geometry in XYZ format:
```
13
C3H5BrN3O (the ωB97M-V functional and the def2-TZVPD basis)
C -1.3819 -1.1150 -0.1500
N -0.3538 -0.1149 -0.0550
C 1.0339 -0.4241 -0.0734
C 2.1290 0.3510 0.0813
Br 3.8157 -0.5219 0.0072
N -0.7633 1.1147 0.2015
N -1.2803 2.0888 -0.1542
O -1.8725 3.0549 0.0320
H -2.2669 -0.9635 -0.7478
H -0.7574 -2.0579 -0.3352
H -1.7422 -1.3903 0.8581
H 1.1971 -1.4644 0.0109
H 2.2427 1.4427 0.3247
```

Values from the calculation:
- SMILES string = CN(/C=C/Br)N=[N+]=O
- charge = +1
- HOMO level (spin up / spin down) (eV) = -13.2 / -13.2
- frontier orbital gap (spin up / spin down) (Eh) = 0.2559 / 0.2563
- lowest unoccupied orbital energy (spin up / spin down) (eV) = -6.25 / -6.24

=====

Here is a cluster of 2 separate species, C16H37BrN2O4PS in total from OMol25. Energies are from the ωB97M-V functional and the def2-TZVPD basis.

The geometry in XYZ format:
```
62
C16H37BrN2O4PS (the ωB97M-V functional and the def2-TZVPD basis)
C 0.4977 2.6917 2.9430
C -0.7023 2.1664 2.1562
C -1.4455 3.2773 1.4168
C -2.1584 2.8192 0.1459
C -1.2002 2.2332 -0.9104
C -1.3779 0.7285 -1.1939
C -0.0684 -0.0965 -1.1653
C -0.0293 -1.1120 -0.0276
C 1.3584 -1.6313 0.3566
C 2.3815 -0.5314 0.6090
C 3.6911 -1.0720 1.2115
C 4.3003 -0.1915 2.2899
N 5.2449 0.8822 1.7782
Br 4.3448 2.2824 0.8580
P 6.6782 0.2490 0.8033
N 6.5308 0.5980 -0.6688
O 7.8190 0.9764 1.6105
O 6.8319 -1.2287 1.3154
H 1.0499 1.8682 3.3997
H 1.1682 3.2284 2.2725
H 0.1812 3.3704 3.7321
H -1.3694 1.6435 2.8416
H -0.3377 1.4201 1.4511
H -0.7146 4.0363 1.1263
H -2.1474 3.7476 2.1045
H -2.9362 2.0964 0.3931
H -2.6757 3.6874 -0.2612
H -1.3002 2.7913 -1.8386
H -0.1803 2.4210 -0.5640
H -2.0766 0.2743 -0.4966
H -1.7974 0.6254 -2.1893
H 0.0334 -0.6219 -2.1148
H 0.7658 0.6039 -1.1248
H -0.5099 -0.7085 0.8643
H -0.6275 -1.9670 -0.3392
H 1.7384 -2.3229 -0.3977
H 1.2546 -2.2159 1.2746
H 2.6184 -0.0600 -0.3435
H 1.9522 0.2536 1.2345
H 4.3896 -1.2718 0.4030
H 3.4916 -2.0317 1.6879
H 3.4936 0.3433 2.7880
H 4.8428 -0.7331 3.0613
H 5.6287 1.3410 2.6035
H 6.5630 -0.1799 -1.3143
H 7.6208 1.8861 1.8616
H 6.7280 -1.8307 0.5699
C -5.7296 -3.5401 -2.5402
C -6.5389 -2.3605 -1.9827
C -5.5359 -1.2921 -1.5273
S -4.0808 -1.5038 -2.5632
O -2.9788 -1.9264 -1.7304
O -3.9397 -0.3783 -3.4504
C -4.6816 -2.9277 -3.4647
H -6.3607 -4.2490 -3.0726
H -5.2384 -4.0743 -1.7244
H -7.1794 -1.9542 -2.7670
H -7.1827 -2.6650 -1.1598
H -5.9060 -0.2791 -1.6615
H -5.2220 -1.4393 -0.4959
H -3.8436 -3.5843 -3.6847
H -5.1260 -2.5617 -4.3895
```

Values from the calculation:
- charge = +1
- HOMO level (eV) = -12.0
- frontier orbital gap (Eh) = 0.2677
- lowest unoccupied orbital energy (eV) = -4.72